(1)
3 unconnected molecules or ions with the total composition C29H46Br4ClF7NO7PSSi in a non-equilibrium geometry, computed with ωB97M-V with the def2-TZVPD basis set.

Computed properties:
LUMO level (eV): 0.29
SMILES string: C[Si](C)(CCC(F)(F)[C@](CCF)(O[C@H](O)[C@](F)(CCC(F)(F)F)N(CC=O)CCCCS(=O)(=O)O)P(O)Cl)c1ccccc1.BrCCBr.BrCCBr
Charge: 0
Largest force on an atom (eV/Å): 2.747
Kohn-Sham gap (eV): 8.8165
HOMO energy (eV): -8.53

Structure (XYZ):
```
98
C29H46Br4ClF7NO7PSSi ωB97M-V with the def2-TZVPD basis set
C 6.55786 2.73944 -3.19176
Si 4.72228 2.28482 -3.15833
C 3.80182 3.08174 -4.59201
C 4.04338 2.72129 -1.44804
C 2.49585 2.96217 -1.43475
C 1.86554 2.64949 -0.06831
F 2.81243 2.88264 0.88889
F 0.89635 3.60520 0.13692
C 1.15112 1.25418 0.08435
C 1.80769 0.17710 -0.79311
C 1.26560 -0.06822 -2.21829
F 0.29700 0.83279 -2.66388
O -0.22262 1.47975 -0.02576
C -1.10492 0.40245 -0.12665
O -2.14345 0.85268 -0.97530
C -1.83006 -0.02638 1.21413
F -1.13726 -1.16489 1.63497
C -3.25062 -0.57298 0.93257
C -3.23206 -1.81099 -0.01389
C -4.35793 -1.78773 -1.02707
F -4.30455 -2.91091 -1.79725
F -5.54785 -1.85693 -0.39122
F -4.32929 -0.75521 -1.87332
N -1.76189 1.03336 2.18855
C -2.73397 2.08935 1.99232
C -2.05559 3.44103 2.31708
O -1.88281 3.84003 3.45045
C -1.62228 0.59736 3.57652
C -2.88137 -0.02106 4.25596
C -2.64725 -1.52834 4.54722
C -3.95680 -2.35267 4.52551
S -3.71845 -4.10564 4.30996
O -3.05982 -4.70460 5.43209
O -5.00021 -4.71433 4.10165
O -2.81036 -4.28377 2.99803
P 1.45304 0.66408 1.89565
O 1.15293 1.95920 2.85847
Cl 3.49570 0.16785 2.03267
C 4.62975 0.39752 -3.34499
C 5.02633 -0.45524 -2.32231
C 4.92416 -1.81809 -2.43133
C 4.42751 -2.40848 -3.57656
C 4.04915 -1.57690 -4.61107
C 4.15087 -0.21556 -4.49847
H 7.04659 2.25432 -4.04257
H 7.00159 2.35534 -2.26314
H 6.67602 3.82924 -3.21491
H 2.76131 2.74511 -4.68724
H 3.82815 4.17462 -4.50425
H 4.28858 2.79816 -5.53598
H 4.33632 1.90565 -0.77554
H 4.54299 3.64496 -1.13284
H 1.98636 2.51004 -2.28875
H 2.39161 4.04685 -1.56340
H 2.88431 0.35507 -0.86497
H 1.73161 -0.78114 -0.25161
H 2.08607 -0.08892 -2.94160
H 0.80888 -1.06713 -2.25299
H -0.72825 -0.52508 -0.57653
H -1.92265 0.64522 -1.89035
H -3.70035 -0.94775 1.85848
H -3.93183 0.18997 0.55466
H -2.28593 -1.91512 -0.55043
H -3.35913 -2.73050 0.56532
H -3.08417 2.16922 0.95806
H -3.62787 2.03289 2.63702
H -1.75504 4.08439 1.45944
H -0.76191 -0.05819 3.73222
H -1.37905 1.49978 4.15186
H -3.00111 0.44131 5.24153
H -3.82160 0.15462 3.72461
H -2.18969 -1.63499 5.53790
H -1.94318 -1.98727 3.84288
H -4.47339 -2.25031 5.48365
H -4.58278 -2.02527 3.68819
H -2.83454 -5.23060 2.78217
H 1.95297 2.48915 2.99998
H 5.42931 -0.04402 -1.39528
H 5.21790 -2.47172 -1.61207
H 4.32332 -3.48590 -3.65832
H 3.66210 -2.05748 -5.50730
H 3.82463 0.41571 -5.32403
Br 4.07438 -4.92190 -7.24189
C 2.13165 -5.04064 -7.21801
C 1.50630 -4.07354 -8.18766
Br 1.55030 -2.25488 -7.49896
H 1.81856 -4.87344 -6.19211
H 1.90440 -6.06617 -7.50263
H 0.45164 -4.30330 -8.32633
H 2.00115 -4.05754 -9.15363
Br -6.00555 0.25638 6.56017
C -5.35255 1.49281 7.91768
C -5.31059 2.90723 7.40240
Br -3.79466 3.19457 6.21702
H -4.38101 1.12821 8.23641
H -6.05846 1.40689 8.74151
H -5.16661 3.60588 8.22437
H -6.20214 3.18263 6.84755
```



(2)
A molecular structure, C29H46BrFeNOP2 in a non-equilibrium geometry, computed with ωB97M-V with the def2-TZVPD basis set.

Computed properties:
Energy above the lowest of the compared OMol25 structures with the same formula, charge and spin (eV): 0.266
LUMO level (spin up / spin down) (eV): -6.23 / -9.20
Charge: +2
Largest force on an atom (eV/Å): 4.562
Kohn-Sham gap (spin up / spin down) (eV): 7.6362 / 4.7074
Spin multiplicity: 5
HOMO energy (spin up / spin down) (eV): -13.87 / -13.91
<S²>: 6.06

Structure (XYZ):
```
81
C29H46BrFeNOP2 ωB97M-V with the def2-TZVPD basis set
C 2.34001 -5.09317 -1.43171
C 2.62855 -4.17095 -2.46458
C 3.14956 -4.68155 -3.66731
C 3.37498 -6.06575 -3.77202
N 3.08023 -6.91926 -2.79102
C 2.58823 -6.45841 -1.64285
C 2.37074 -2.77419 -2.21899
C 2.09554 -2.01459 -1.14373
C 1.84595 -1.62923 0.19954
C 0.52103 -1.71250 0.67649
C 0.09713 -0.82195 1.65910
C 0.97938 0.16671 2.14786
C 2.36271 0.02704 1.89950
C 2.79884 -0.86985 0.93322
Fe 1.93637 -1.06264 -2.67835
P -2.16589 0.93728 -0.04285
H 3.37028 -4.03554 -4.51768
H 1.90798 -4.75373 -0.49073
H 3.80383 -6.48747 -4.68078
H 2.36421 -7.16930 -0.84684
H 3.86611 -0.96360 0.69399
H -0.18276 -2.41521 0.22655
H 3.07234 0.64950 2.44342
H -0.92330 -0.85101 2.02317
C -2.69539 2.63144 0.46062
C -3.80378 3.30967 -0.34373
H -1.77269 3.23289 0.40788
H -2.96451 2.56874 1.52768
H -4.03647 4.27808 0.11808
H -3.49582 3.51021 -1.37773
H -4.73372 2.72733 -0.36181
C -2.70853 0.74432 -1.79836
C -2.53077 -0.69002 -2.30249
H -2.09029 1.42866 -2.40302
H -3.75293 1.07548 -1.88440
H -2.55618 -0.70069 -3.39903
H -1.56558 -1.11413 -1.98941
H -3.33061 -1.35270 -1.94566
C -3.38381 -0.12238 0.86542
C -4.85970 0.11395 0.55877
H -3.17761 0.02200 1.93863
H -3.11063 -1.16462 0.63178
H -5.44953 -0.66588 1.05676
H -5.21361 1.07787 0.94225
H -5.08491 0.05287 -0.51296
Br 0.34850 1.68901 2.95710
P 2.36384 2.18472 -2.47139
C 0.53658 2.11349 -2.82839
C -0.01040 3.50076 -3.18786
H 0.01989 1.69451 -1.94975
H 0.39871 1.42805 -3.68103
H -1.08179 3.45121 -3.41840
H 0.11498 4.23012 -2.37695
H 0.49369 3.90118 -4.07608
C 2.31225 2.86610 -0.74231
C 3.37929 3.92670 -0.46954
H 2.41626 2.02887 -0.03721
H 1.31285 3.29651 -0.59350
H 3.26557 4.31064 0.55084
H 4.39209 3.51862 -0.55457
H 3.28691 4.77735 -1.15371
C 3.07669 0.51141 -2.10354
C 3.74832 -0.12318 -3.34900
H 2.13338 0.10839 -1.54175
H 3.81746 0.57040 -1.29058
H 3.38970 -1.10954 -3.75651
H 3.75909 0.58098 -4.19484
H 4.78983 -0.31307 -3.06716
C -1.23203 -0.57634 6.39764
C -2.23499 0.59768 6.34210
C -2.69952 0.65502 4.87735
O -1.87520 -0.20613 4.07493
C -0.96475 -0.93202 4.92564
H -0.30152 -0.30422 6.90179
H -1.67415 -1.44335 6.89752
H -1.73654 1.53558 6.60698
H -3.08026 0.43753 7.01428
H -3.74206 0.30663 4.78412
H -2.64409 1.67212 4.45745
H 0.06762 -0.67498 4.63401
H -1.11116 -2.00444 4.71967
```



(3)
A molecular structure, C29H46BrIrN3P2 in a non-equilibrium geometry, computed with ωB97M-V with the def2-TZVPD basis set.

Computed properties:
Energy above the lowest of the compared OMol25 structures with the same formula, charge and spin (eV): 0.771
LUMO level (spin up / spin down) (eV): -11.68 / -14.32
Charge: +4
Largest force on an atom (eV/Å): 4.923
Kohn-Sham gap (spin up / spin down) (eV): 7.2380 / 5.0336
Spin multiplicity: 6
HOMO energy (spin up / spin down) (eV): -18.92 / -19.36
<S²>: 8.81

Structure (XYZ):
```
82
C29H46BrIrN3P2 ωB97M-V with the def2-TZVPD basis set
N -4.80133 2.89224 -5.04241
C -4.39191 1.68924 -5.47155
C -3.28915 1.02584 -4.94315
C -2.59858 1.58296 -3.82521
C -3.00114 2.89544 -3.43230
C -4.07993 3.48683 -4.08903
C -1.66102 0.82761 -3.05588
Ir 0.22654 0.25846 -1.23129
P 0.66735 -1.28251 3.84727
C -1.51898 1.04224 -1.60195
C -2.10402 -0.01745 -0.62629
C -2.44172 0.28166 0.70908
C -3.08669 -0.68340 1.48905
C -3.67160 -1.85402 0.95652
C -3.44372 -2.08567 -0.42496
C -2.76075 -1.13831 -1.19089
Br -4.54391 -3.07125 2.05142
H -1.22292 -0.01183 -3.60892
H -1.74317 2.08187 -1.32432
H -3.03107 0.04526 -5.34649
H -2.52913 3.44997 -2.64207
H -5.00786 1.22301 -6.25328
H -4.43870 4.48467 -3.82385
H -2.18168 1.24294 1.15018
H -2.74066 -1.19044 -2.27713
H -3.18136 -0.49408 2.53915
H -3.62451 -3.09393 -0.85917
P 1.45594 1.75881 -0.37308
C -0.87163 -2.24689 3.72144
C -1.53366 -2.48763 5.08762
H -0.60585 -3.20696 3.25286
H -1.54700 -1.71170 3.04216
H -2.41281 -3.13554 4.97278
H -0.84013 -2.97676 5.78573
H -1.87355 -1.55492 5.56003
C 0.14363 0.45545 3.83416
C 0.17228 1.05289 5.25508
H -0.86478 0.49927 3.39347
H 0.82951 1.01008 3.17799
H -0.23614 2.07098 5.24651
H -0.42090 0.45276 5.95767
H 1.19749 1.11482 5.64763
C 1.77866 -1.76055 2.51629
C 2.91317 -2.63530 3.08305
H 2.16246 -0.84642 2.04152
H 1.18124 -2.30829 1.77752
H 3.79417 -2.59146 2.43111
H 3.20421 -2.29757 4.08960
H 2.60380 -3.68537 3.16135
C 3.00467 1.14689 0.39863
C 4.27647 1.54961 -0.31286
H 2.91150 0.06011 0.50940
H 3.00609 1.55304 1.41533
H 4.32643 1.16691 -1.33741
H 4.40323 2.63544 -0.35516
H 5.12474 1.15121 0.25450
C 0.69038 2.61906 1.02425
C 0.24365 4.02857 0.72425
H 1.46387 2.63963 1.80535
H -0.12313 1.97105 1.38702
H 1.06731 4.63329 0.33529
H -0.58358 4.06344 0.01126
H -0.08989 4.47521 1.66633
C 1.86737 2.85319 -1.76854
C 1.83839 2.04428 -3.04579
H 2.86297 3.26413 -1.59947
H 1.15257 3.67145 -1.80459
H 1.43233 2.61867 -3.88847
H 2.84770 1.69470 -3.31008
H 1.18528 1.14062 -2.91216
C 1.61966 -4.94187 -2.20543
N 1.78080 -3.51604 -1.94967
C 2.99641 -2.83286 -1.95613
C 2.72935 -1.51067 -1.80331
N 1.33959 -1.37812 -1.66130
C 0.78803 -2.60758 -1.74639
H 2.10922 -5.16708 -3.16569
H 2.10113 -5.52872 -1.40683
H 0.54786 -5.19694 -2.25368
H 3.93545 -3.35710 -1.95216
H 3.38767 -0.64651 -1.76549
H -0.27200 -2.85405 -1.66603
```



(4)
A molecular structure, C29H46BrN3P2Pd in a non-equilibrium geometry, computed with ωB97M-V with the def2-TZVPD basis set.

Computed properties:
Energy above the lowest of the compared OMol25 structures with the same formula, charge and spin (eV): 0.941
LUMO level (spin up / spin down) (eV): -6.03 / -9.02
Charge: +2
Largest force on an atom (eV/Å): 3.207
Kohn-Sham gap (spin up / spin down) (eV): 6.2717 / 4.1006
Spin multiplicity: 3
HOMO energy (spin up / spin down) (eV): -12.30 / -13.13
<S²>: 2.03

Structure (XYZ):
```
82
C29H46BrN3P2Pd ωB97M-V with the def2-TZVPD basis set
N -5.34899 3.81488 -3.62679
C -5.30620 4.16367 -2.34136
C -4.63307 3.41632 -1.37383
C -3.86392 2.28030 -1.76781
C -3.94088 1.92489 -3.15278
C -4.70036 2.71769 -4.01465
C -3.00594 1.61330 -0.82438
Pd -1.06837 0.09559 0.42931
P 3.76664 -0.60661 0.91589
C -1.71698 1.02681 -1.17911
C -0.48797 1.86987 -1.49222
C 0.22617 1.62705 -2.68497
C 1.40796 2.33600 -2.92353
C 1.87214 3.31642 -2.02630
C 1.19880 3.48928 -0.79526
C -0.02878 2.83168 -0.59882
Br 3.45324 4.20499 -2.34257
H -3.32755 1.58182 0.21935
H -1.80795 0.16730 -1.88086
H -4.65186 3.74736 -0.33676
H -3.43102 1.04785 -3.55142
H -5.83678 5.07590 -2.07182
H -4.78475 2.46066 -5.07269
H -0.16548 0.90447 -3.40584
H -0.65704 2.97738 0.28436
H 1.96223 2.09281 -3.81343
H 1.66500 4.08910 -0.01961
P -1.03166 -2.08513 -0.13419
C 4.16148 1.17353 0.78552
C 5.55979 1.48648 0.23251
H 4.07360 1.59765 1.79756
H 3.38414 1.61715 0.15110
H 5.73953 2.56631 0.30126
H 6.35518 0.98392 0.79932
H 5.66407 1.20444 -0.82133
C 3.40376 -1.11885 -0.78723
C 4.68300 -1.54946 -1.51452
H 2.86488 -0.31676 -1.31377
H 2.73778 -1.98901 -0.70667
H 4.49242 -1.63059 -2.58986
H 5.52389 -0.86252 -1.36167
H 4.99629 -2.53701 -1.15483
C 2.32490 -0.81976 1.98575
C 2.70672 -1.67350 3.19331
H 1.47745 -1.25487 1.43582
H 2.02392 0.18513 2.31050
H 1.85312 -2.25982 3.55121
H 3.52214 -2.36750 2.94832
H 3.04815 -1.02743 4.00789
C -0.50799 -3.23649 1.18888
C -1.35467 -4.48090 1.49635
H -0.36178 -2.65343 2.11259
H 0.48900 -3.55768 0.85293
H -2.27019 -4.24735 2.06347
H -1.63374 -5.04705 0.59395
H -0.74625 -5.14473 2.12868
C 0.23454 -2.25976 -1.41105
C -0.24449 -2.42805 -2.84303
H 0.79072 -3.14649 -1.09207
H 0.91458 -1.40030 -1.34135
H -1.05531 -3.15800 -2.90485
H -0.58858 -1.48746 -3.29241
H 0.59579 -2.78586 -3.45179
C -2.63728 -2.64068 -0.72951
C -3.74539 -2.23756 0.23449
H -2.57227 -3.72287 -0.83221
H -2.81368 -2.20457 -1.72202
H -4.69842 -2.21045 -0.29860
H -3.83983 -2.95394 1.05584
H -3.57869 -1.23581 0.65534
C 0.35835 2.20884 2.89982
C -0.42316 1.01856 3.31206
N -1.13569 0.18113 2.56480
C -1.70029 -0.77727 3.40889
C -1.26450 -0.52070 4.68211
N -0.47299 0.61176 4.60516
H -0.20682 2.76621 2.15684
H 0.56669 2.84233 3.77047
H 1.30762 1.89561 2.44885
H -2.34447 -1.57769 3.05048
H -1.44613 -1.06376 5.60237
H 0.03246 1.06525 5.36646
```



(5)
A molecular structure, C29H46BrN3P2Pt in a non-equilibrium geometry, computed with ωB97M-V with the def2-TZVPD basis set.

Computed properties:
Energy above the lowest of the compared OMol25 structures with the same formula, charge and spin (eV): 0.152
LUMO level (spin up / spin down) (eV): -6.53 / -7.64
Charge: +2
Largest force on an atom (eV/Å): 2.415
Kohn-Sham gap (spin up / spin down) (eV): 5.6072 / 4.4923
Spin multiplicity: 3
HOMO energy (spin up / spin down) (eV): -12.13 / -12.13
<S²>: 2.02

Structure (XYZ):
```
82
C29H46BrN3P2Pt ωB97M-V with the def2-TZVPD basis set
N -6.74802 5.31110 -5.34322
C -6.54451 5.92555 -4.17534
C -5.76106 5.35660 -3.16407
C -5.14995 4.09705 -3.39110
C -5.40161 3.47089 -4.63613
C -6.20391 4.11842 -5.58022
C -4.23933 3.49684 -2.44100
Pt 0.14507 -0.09731 1.12190
P 5.73044 -0.93977 0.26264
C -3.38386 2.52870 -2.81792
C -2.46164 2.03119 -1.88747
C -1.25499 1.50301 -2.37633
C -0.30593 1.08861 -1.45284
C -0.69415 1.15256 -0.10219
C -1.84693 1.76479 0.40028
C -2.78131 2.17310 -0.52632
Br 2.14623 -0.84262 2.35999
H -4.24722 3.97544 -1.46713
H -3.30448 2.22157 -3.85854
H -5.58895 5.89428 -2.23131
H -4.96112 2.50133 -4.87409
H -7.00821 6.90188 -4.02454
H -6.39331 3.63675 -6.54457
H -1.09844 1.44667 -3.45690
H -3.74603 2.57196 -0.20040
H 0.66038 0.66740 -1.72233
H -2.05283 1.82576 1.45975
P -0.24477 -2.19901 0.32118
C 5.46332 0.84158 0.50831
C 6.68959 1.65989 0.04200
H 5.27687 1.01728 1.57765
H 4.55232 1.13245 -0.03139
H 6.64051 2.69204 0.40613
H 7.61841 1.21873 0.42447
H 6.75855 1.70312 -1.05094
C 5.23197 -1.44851 -1.40935
C 6.10967 -2.57340 -1.99094
H 5.31120 -0.56372 -2.05697
H 4.17320 -1.73738 -1.38068
H 5.92467 -2.69745 -3.06405
H 7.17397 -2.34442 -1.86598
H 5.91062 -3.53856 -1.51389
C 5.03120 -2.04706 1.50126
C 5.88630 -2.18893 2.77080
H 4.83832 -3.03681 1.05405
H 4.03241 -1.62079 1.76694
H 5.42214 -2.89669 3.46903
H 6.87909 -2.57111 2.50803
H 5.99955 -1.23223 3.29561
C -0.12736 -3.58221 1.51769
C -1.25904 -4.61316 1.52756
H 0.00798 -3.14480 2.51605
H 0.82414 -4.07836 1.27606
H -2.18884 -4.20799 1.94608
H -1.47054 -5.01613 0.52890
H -0.95573 -5.45518 2.16248
C 0.94856 -2.59287 -1.00182
C 0.38454 -2.65745 -2.42154
H 1.39931 -3.55654 -0.71768
H 1.74326 -1.83380 -0.92473
H -0.25947 -3.53585 -2.56180
H -0.18500 -1.75653 -2.68242
H 1.21765 -2.74113 -3.13075
C -1.94204 -2.22372 -0.35079
C -3.01125 -1.78047 0.64999
H -2.12984 -3.24343 -0.71591
H -1.94453 -1.56209 -1.22771
H -3.73486 -1.12658 0.14380
H -3.56677 -2.63385 1.06528
H -2.59434 -1.20460 1.48745
C -2.30477 2.16986 5.60773
N -1.68287 1.16230 4.75710
C -1.55079 -0.18871 5.06096
C -0.94620 -0.76937 3.97780
N -0.72718 0.22121 3.03076
C -1.15098 1.37655 3.53066
H -3.32416 1.85247 5.87651
H -1.72132 2.30546 6.53140
H -2.34616 3.11868 5.05631
H -1.86642 -0.63276 5.99280
H -0.62405 -1.78101 3.80572
H -1.09437 2.36131 3.07419
```



Among the records above, which one has the highest charge? C29H46BrIrN3P2